1.
The following is a quantum chemistry calculation of C36H28BrCl2N10O5Pd as an isolated structure in a non-equilibrium geometry, from the OMol25 dataset.

Computed properties:
- max |F| (eV/A) = 2.00
- net charge = -1
- Kohn-Sham gap (eV) = 4.8
- electronic energy (Ha) = -5934.76146
- ΔE to the lowest compared entry with this formula, charge and spin (kJ/mol) = 227.6

Last column: Mulliken charge in e.
Geometry (Å):
Pd  -0.935  -1.440  1.954  -0.152
C  -3.205  -0.142  4.277  -1.011
O  -3.008  -0.144  2.881  0.290
C  -3.744  0.696  2.128  0.314
C  -4.706  1.567  2.613  -0.731
C  -5.400  2.378  1.721  -0.750
Br  -6.719  3.576  2.403  -0.271
C  -5.168  2.359  0.371  -0.829
C  -4.197  1.484  -0.146  1.441
C  -3.487  0.644  0.732  0.151
O  -2.546  -0.194  0.332  -0.406
C  -3.916  1.435  -1.561  -0.120
N  -3.047  0.624  -2.130  -0.110
C  -3.094  0.876  -3.476  -0.090
C  -2.409  0.297  -4.544  -0.703
C  -2.668  0.781  -5.811  -0.573
C  -3.590  1.804  -6.036  -0.499
C  -4.287  2.386  -4.993  -0.981
C  -4.029  1.912  -3.719  0.575
N  -4.529  2.247  -2.488  -0.093
H  -2.981  0.842  4.708  0.358
H  -2.501  -0.876  4.672  0.146
H  -4.229  -0.440  4.530  0.392
H  -4.933  1.631  3.663  0.577
H  -5.722  3.018  -0.279  0.455
H  -2.529  -0.266  -0.650  0.641
H  -1.711  -0.510  -4.376  0.563
H  -2.141  0.364  -6.658  0.419
H  -3.766  2.141  -7.048  0.385
H  -5.009  3.169  -5.166  0.394
H  -5.236  2.937  -2.298  0.214
C  2.587  -2.778  3.253  -1.096
N  1.756  -1.612  3.391  1.365
C  1.121  -0.909  2.421  -0.074
N  0.436  0.102  2.973  -0.590
C  0.631  -0.100  4.296  -0.537
N  1.429  -1.096  4.590  -1.128
C  3.992  -2.467  2.788  0.956
C  5.084  -3.176  3.281  -0.774
C  6.367  -2.898  2.829  -0.574
C  6.591  -1.912  1.887  -0.988
C  5.504  -1.203  1.377  -0.193
C  4.219  -1.490  1.839  -0.014
C  5.619  -0.205  0.345  0.574
N  6.668  0.383  -0.164  -0.599
N  6.237  1.232  -1.107  -0.534
C  4.933  1.136  -1.156  0.553
O  4.476  0.238  -0.244  -0.239
C  3.987  1.786  -2.022  -0.153
C  4.337  2.850  -2.856  -1.012
C  3.374  3.423  -3.661  -0.586
C  2.069  2.954  -3.656  -0.799
C  1.713  1.881  -2.842  0.552
C  0.283  1.382  -2.876  -1.013
N  0.068  0.219  -2.069  1.603
C  0.166  0.106  -0.731  -0.981
N  0.043  -1.156  -0.387  0.167
C  -0.148  -1.796  -1.554  -0.690
N  -0.126  -0.997  -2.596  -1.049
C  2.672  1.301  -2.038  -0.172
H  2.097  -3.446  2.530  0.275
H  2.614  -3.267  4.230  0.470
H  1.411  -0.968  1.384  0.387
H  0.201  0.531  5.049  0.498
H  4.927  -3.950  4.017  0.428
H  7.200  -3.469  3.215  0.376
H  7.585  -1.688  1.531  0.513
H  3.400  -0.923  1.434  0.853
H  5.354  3.207  -2.851  0.515
H  3.639  4.238  -4.318  0.381
H  1.322  3.415  -4.288  0.508
H  0.017  1.117  -3.903  0.405
H  -0.386  2.182  -2.537  0.418
H  0.330  0.930  -0.060  0.434
H  -0.292  -2.855  -1.611  0.560
H  2.435  0.459  -1.405  0.979
Cl  -3.670  -3.588  3.149  -0.202
C  -1.970  -3.944  2.902  0.193
Cl  -1.016  -3.086  4.112  -0.092
C  -1.450  -3.454  1.470  0.054
O  -0.277  -3.811  1.269  -0.684
O  -2.310  -2.970  0.728  -0.649
H  -1.807  -5.015  3.036  0.409

---

2.
The following is a quantum chemistry calculation of C36H28Cl4N9O5S3W as an isolated structure, from the OMol25 dataset.

Computed properties:
- max |F| (eV/A) = 0.39
- net charge = -1
- Kohn-Sham gap (alpha / beta) (eV) = 5.8 / 5.6
- electronic energy (Ha) = -5360.24280
- spin multiplicity = 3
- ΔE to the lowest compared entry with this formula, charge and spin (kJ/mol) = 15.6
- expectation value of S² = 2.034

Last column: Mulliken charge in e.
Geometry (Å):
W  -0.543  -0.522  0.998  1.353
C  1.572  5.031  2.114  -0.914
C  1.455  3.915  3.140  -0.425
N  0.110  3.380  3.209  -0.126
C  -0.272  2.142  2.821  0.408
S  0.888  0.921  2.512  -0.624
N  -1.572  1.945  2.738  -1.777
N  -1.846  0.675  2.352  0.906
C  -3.028  0.224  2.584  1.627
C  -4.150  1.046  3.113  -2.099
C  -3.186  -1.215  2.384  0.301
C  -4.376  -1.882  2.628  -0.798
C  -4.411  -3.261  2.497  -0.579
C  -3.259  -3.934  2.144  -0.927
C  -2.110  -3.204  1.892  0.173
N  -2.077  -1.877  2.007  -0.051
H  2.579  5.454  2.120  0.396
H  0.868  5.840  2.329  0.346
H  1.365  4.648  1.114  0.059
H  1.755  4.272  4.130  0.379
H  2.121  3.095  2.878  0.286
H  -0.656  4.019  3.356  0.285
H  -3.816  2.066  3.266  0.412
H  -4.534  0.636  4.049  0.473
H  -4.959  1.047  2.377  0.322
H  -5.259  -1.325  2.902  0.493
H  -5.335  -3.798  2.668  0.423
H  -3.237  -5.009  2.026  0.476
H  -1.188  -3.664  1.570  0.336
S  0.726  -2.057  2.404  -0.712
C  2.303  -1.876  1.634  0.894
N  3.289  -2.522  2.187  -0.986
N  4.496  -2.462  1.499  -0.081
C  4.684  -3.003  0.231  0.600
C  5.981  -3.002  -0.297  -0.545
C  6.235  -3.522  -1.554  -0.384
C  5.206  -4.051  -2.324  -0.608
C  3.921  -4.058  -1.799  -0.642
C  3.651  -3.552  -0.538  -0.239
N  2.427  -1.163  0.500  -0.930
N  1.330  -0.647  -0.017  1.432
C  1.526  -0.262  -1.377  0.211
C  0.445  -0.154  -2.246  0.092
C  0.641  0.232  -3.565  -0.976
C  1.914  0.494  -4.042  -0.696
C  2.997  0.371  -3.178  -0.715
C  2.813  -0.001  -1.859  -0.262
H  5.248  -2.662  2.135  0.269
H  6.786  -2.564  0.284  0.331
H  7.248  -3.501  -1.940  0.352
H  5.400  -4.441  -3.315  0.383
H  3.100  -4.460  -2.382  0.385
H  2.640  -3.569  -0.160  0.469
H  -0.560  -0.348  -1.909  0.255
H  -0.222  0.323  -4.213  0.468
H  2.066  0.789  -5.073  0.401
H  4.001  0.571  -3.534  0.419
H  3.653  -0.088  -1.188  0.466
Cl  -3.579  -5.237  -3.091  -0.227
C  -3.227  -3.793  -2.205  0.526
C  -4.193  -2.800  -2.077  0.444
Cl  -5.753  -2.999  -2.797  -0.235
C  -3.911  -1.636  -1.353  0.398
Cl  -5.091  -0.407  -1.098  -0.205
C  -2.660  -1.487  -0.782  -0.730
O  -2.282  -0.447  -0.053  0.234
C  -1.691  -2.493  -0.884  -0.339
O  -0.585  -2.264  -0.214  -0.394
C  -1.973  -3.646  -1.605  -0.114
Cl  -0.765  -4.874  -1.683  -0.195
O  1.662  2.201  -0.031  -0.613
C  0.495  2.357  -0.314  0.066
N  -0.556  1.483  -0.072  0.435
S  -1.980  2.064  -0.769  1.112
O  -3.010  2.263  0.212  -0.745
O  -2.315  1.397  -1.998  -0.688
C  -1.308  3.621  -1.228  0.596
C  -1.962  4.684  -1.822  -1.009
C  -1.186  5.782  -2.164  -0.669
C  0.190  5.790  -1.927  -0.843
C  0.819  4.706  -1.335  -0.120
C  0.037  3.618  -0.983  -0.389
H  -3.026  4.655  -2.013  0.532
H  -1.650  6.643  -2.630  0.406
H  0.772  6.658  -2.215  0.409
H  1.885  4.683  -1.150  0.573

---

3.
The following is a quantum chemistry calculation of C36H28FeIN5P2Se3 as an isolated structure, from the OMol25 dataset.

Computed properties:
- max |F| (eV/A) = 0.56
- net charge = +1
- Kohn-Sham gap (alpha / beta) (eV) = 6.3 / 4.7
- electronic energy (Ha) = -11110.62554
- spin multiplicity = 2
- ΔE to the lowest compared entry with this formula, charge and spin (kJ/mol) = 0.0
- expectation value of S² = 1.205

Last column: Mulliken charge in e.
Geometry (Å):
Fe  -2.006  2.184  -0.102  -0.261
Se  -0.128  -4.187  -1.124  -0.327
P  1.171  -2.569  -1.405  1.041
C  2.572  -2.504  -0.260  -0.109
C  2.788  -3.546  0.633  -0.609
C  3.859  -3.485  1.517  -0.560
C  4.710  -2.389  1.501  -0.619
C  4.492  -1.343  0.610  -0.855
C  3.423  -1.397  -0.267  0.136
C  1.870  -2.511  -3.071  0.639
C  3.235  -2.616  -3.307  -0.343
C  3.711  -2.670  -4.611  -0.719
C  2.827  -2.619  -5.675  -0.481
C  1.461  -2.519  -5.441  -0.734
C  0.982  -2.472  -4.146  -0.500
C  0.376  -0.942  -1.211  0.281
C  -0.352  -0.322  -0.206  0.133
N  -0.677  0.910  -0.691  0.864
N  -0.138  1.045  -1.901  -0.882
N  0.489  -0.043  -2.222  -0.316
P  -0.958  -0.629  1.448  0.903
Se  -2.722  0.638  1.580  -0.460
C  -1.408  -2.332  1.734  0.928
C  -0.730  -3.114  2.665  -0.270
C  -1.136  -4.422  2.878  -0.862
C  -2.221  -4.934  2.182  -0.479
C  -2.908  -4.146  1.269  -0.769
C  -2.503  -2.845  1.041  -0.498
C  0.292  -0.098  2.634  0.291
C  1.562  -0.678  2.611  0.413
C  2.523  -0.261  3.516  -0.737
C  2.230  0.735  4.438  -0.730
C  0.970  1.313  4.461  -0.882
C  0.000  0.899  3.561  -0.654
H  2.114  -4.394  0.626  0.352
H  4.033  -4.298  2.209  0.444
H  5.549  -2.348  2.184  0.452
H  5.159  -0.492  0.598  0.453
H  3.246  -0.582  -0.960  0.532
H  3.935  -2.668  -2.484  0.313
H  4.775  -2.756  -4.790  0.412
H  3.199  -2.670  -6.690  0.391
H  0.769  -2.488  -6.272  0.393
H  -0.084  -2.413  -3.962  0.348
H  0.105  -2.713  3.222  0.453
H  -0.609  -5.037  3.595  0.442
H  -2.535  -5.955  2.354  0.402
H  -3.753  -4.550  0.728  0.410
H  -3.029  -2.230  0.321  0.312
H  1.805  -1.451  1.894  0.274
H  3.503  -0.718  3.498  0.511
H  2.987  1.061  5.139  0.417
H  0.737  2.083  5.184  0.458
H  -0.984  1.347  3.584  0.477
I  -1.990  3.523  -2.588  0.182
C  -3.899  2.859  -2.114  0.580
C  -5.012  3.078  -2.899  -0.732
C  -6.210  2.532  -2.467  -0.128
C  -6.239  1.801  -1.288  -0.876
C  -5.073  1.642  -0.568  -0.083
N  -3.908  2.170  -0.973  0.034
H  -4.939  3.648  -3.813  0.410
H  -7.111  2.674  -3.048  0.414
H  -7.154  1.353  -0.928  0.428
H  -5.051  1.077  0.353  0.396
Se  -1.299  3.766  1.359  0.177
C  -0.604  5.440  0.775  0.517
C  0.470  5.965  1.484  -0.418
C  0.959  7.207  1.103  -0.376
N  0.450  7.922  0.106  -0.517
C  -0.580  7.410  -0.561  -0.556
C  -1.143  6.176  -0.273  -0.273
H  0.915  5.425  2.308  0.399
H  1.797  7.647  1.631  0.354
H  -0.977  8.016  -1.368  0.354
H  -1.980  5.810  -0.845  0.496

---

4.
The following is a quantum chemistry calculation of C36H28N8O5STi as an isolated structure, from the OMol25 dataset.

Computed properties:
- max |F| (eV/A) = 0.91
- net charge = -2
- Kohn-Sham gap (alpha / beta) (eV) = 3.7 / 6.3
- electronic energy (Ha) = -3450.71107
- spin multiplicity = 3
- ΔE to the lowest compared entry with this formula, charge and spin (kJ/mol) = 106.9
- expectation value of S² = 2.054

Last column: Mulliken charge in e.
Geometry (Å):
Ti  -0.169  -0.561  0.252  -2.490
O  4.514  -3.415  0.956  -0.734
C  4.730  -2.242  1.580  0.288
C  5.953  -2.056  2.221  -0.668
C  6.245  -0.858  2.854  -0.280
C  5.315  0.175  2.859  -0.905
C  4.092  -0.008  2.232  -0.388
C  3.775  -1.203  1.589  -0.191
C  2.466  -1.335  0.930  1.206
O  1.642  -0.326  0.933  -0.005
N  2.163  -2.433  0.296  -1.532
N  0.931  -2.304  -0.281  2.067
C  0.684  -3.135  -1.304  -1.513
C  -0.490  -3.077  -2.098  1.617
C  -0.632  -3.914  -3.228  -1.155
C  -1.727  -3.836  -4.066  -0.546
C  -2.732  -2.901  -3.806  -0.631
C  -2.630  -2.073  -2.693  -0.364
C  -1.546  -2.156  -1.827  0.151
O  -1.504  -1.381  -0.748  0.463
H  3.619  -3.343  0.506  0.616
H  6.667  -2.871  2.203  0.392
H  7.203  -0.733  3.347  0.339
H  5.537  1.112  3.355  0.396
H  3.335  0.767  2.235  0.504
H  1.455  -3.858  -1.562  0.117
H  0.162  -4.626  -3.435  0.336
H  -1.801  -4.495  -4.924  0.355
H  -3.587  -2.817  -4.465  0.372
H  -3.386  -1.330  -2.469  0.408
C  -3.464  -5.038  1.556  -0.420
C  -3.947  -3.885  2.164  -0.651
C  -3.149  -2.759  2.283  -0.267
C  -1.838  -2.757  1.795  0.205
C  -1.356  -3.920  1.194  -0.038
C  -2.162  -5.041  1.072  -0.632
N  -1.026  -1.610  1.907  1.343
N  -1.274  -0.971  3.061  -1.335
C  -0.793  0.311  3.039  0.272
C  -0.751  1.038  4.242  -0.424
C  -0.229  2.319  4.252  -0.505
C  0.260  2.877  3.070  -0.876
C  0.197  2.142  1.885  -0.581
C  -0.352  0.869  1.823  0.900
H  -4.093  -5.915  1.453  0.356
H  -4.966  -3.856  2.537  0.326
H  -3.524  -1.853  2.738  0.415
H  -0.341  -3.934  0.826  0.263
H  -1.763  -5.928  0.592  0.350
H  -1.106  0.566  5.151  0.412
H  -0.185  2.882  5.179  0.332
H  0.685  3.877  3.073  0.404
H  0.606  2.587  0.980  0.543
N  -1.175  7.806  -1.021  -0.652
C  -1.417  6.417  -1.050  1.173
C  -1.665  5.771  -2.258  -0.798
C  -1.915  4.408  -2.284  -0.186
C  -1.931  3.685  -1.102  -0.691
C  -1.720  4.327  0.110  -0.423
C  -1.460  5.686  0.135  -0.918
S  -2.228  1.938  -1.132  1.383
O  -2.763  1.660  -2.442  -0.761
O  -3.017  1.641  0.028  -0.796
N  -0.805  1.191  -0.949  0.242
C  0.078  1.153  -1.972  -0.092
N  0.896  0.088  -1.855  0.434
C  1.848  -0.072  -2.748  -0.062
C  2.017  0.817  -3.800  -0.964
C  1.121  1.877  -3.841  -0.462
N  0.159  2.069  -2.953  -0.424
H  -0.765  8.153  -1.875  0.225
H  -0.631  8.094  -0.222  0.230
H  -1.652  6.341  -3.181  0.261
H  -2.083  3.884  -3.214  0.466
H  -1.770  3.759  1.027  0.672
H  -1.285  6.185  1.082  0.291
H  2.477  -0.949  -2.621  0.461
H  2.787  0.682  -4.544  0.374
H  1.186  2.620  -4.633  0.407